# C22H23F5N6O2OsSe

A molecular structure, C22H23F5N6O2OsSe (the ωB97M-V functional and the def2-TZVPD basis, OMol25).

Values from the calculation:
HOMO (spin up / spin down) = -14.18 / -14.17 eV
energy relative to the best compared isomer or geometry (same formula, charge and spin) = 449.9 kJ/mol
max |F| = 4.14 eV/Å
charge = +2
frontier orbital gap (spin up / spin down) = 5.00 / 5.04 eV

Each line ends with the Löwdin charge.
Geometry (Å):
Os  -0.52  -0.06  -0.32  1.573
C  1.97  1.20  1.17  -0.172
C  1.24  0.86  2.45  -0.135
N  0.12  -0.05  2.14  -0.052
C  0.34  -1.40  2.66  -0.131
C  -0.58  -2.35  2.01  -0.261
C  -1.11  -3.46  2.65  0.038
C  -1.94  -4.31  1.93  0.020
C  -2.21  -4.03  0.60  0.037
C  -1.66  -2.90  0.04  -0.280
C  -1.92  -2.49  -1.37  -0.173
N  -1.41  -1.18  -1.63  -0.105
C  0.09  1.23  -1.89  -0.214
C  1.29  1.82  -1.17  -0.213
N  0.91  1.50  0.23  -0.194
N  -0.86  -2.10  0.74  -0.039
H  2.55  0.35  0.81  0.082
H  2.65  2.04  1.30  0.156
H  0.87  1.77  2.91  0.143
H  1.94  0.38  3.15  0.141
H  -0.75  0.32  2.50  0.139
H  0.22  -1.45  3.75  0.154
H  1.37  -1.69  2.43  0.130
H  -0.88  -3.64  3.69  0.136
H  -2.38  -5.17  2.42  0.135
H  -2.86  -4.68  0.02  0.140
H  -3.01  -2.49  -1.54  0.161
H  -1.50  -3.21  -2.08  0.160
H  -1.56  -0.88  -2.59  0.121
H  -0.70  1.97  -2.03  0.071
H  0.31  0.76  -2.83  0.056
H  1.41  2.89  -1.33  0.141
H  2.22  1.32  -1.42  0.106
H  0.32  2.28  0.57  0.060
F  6.72  -0.55  -3.53  0.191
C  5.59  -0.79  -2.91  -0.110
C  4.38  -0.48  -3.53  -0.130
F  4.37  0.05  -4.74  0.163
C  3.20  -0.74  -2.87  -0.249
F  2.04  -0.49  -3.50  0.082
C  3.18  -1.27  -1.59  -0.459
Se  1.59  -1.77  -0.68  0.985
C  4.40  -1.57  -0.99  -0.250
F  4.40  -2.08  0.24  0.090
C  5.60  -1.34  -1.63  -0.130
F  6.75  -1.63  -1.05  0.168
C  -3.02  4.83  0.52  0.020
N  -3.15  3.38  0.47  -0.036
C  -4.36  2.76  0.57  -0.011
C  -4.48  1.42  0.57  0.035
C  -3.30  0.61  0.42  -0.483
O  -3.29  -0.62  0.44  0.011
N  -2.09  1.29  0.25  0.029
C  -1.98  2.65  0.35  -0.471
O  -0.90  3.23  0.35  0.038
H  -4.01  5.28  0.45  0.102
H  -2.41  5.18  -0.31  0.104
H  -2.54  5.15  1.44  0.107
H  -5.22  3.40  0.65  0.146
H  -5.43  0.92  0.67  0.129